1.
The following is a DFT calculation (ωB97M-V with the def2-TZVPD basis set) of the molecule C14H14N2O4S.

XYZ file:
```
35
Properties=species:S:1:pos:R:3:forces:R:3:mulliken_charge:R:1
C -1.99582 -1.89326 6.87254 0.227 -0.148 -0.096 -1.175
C -1.50392 -1.72749 5.48412 -0.266 0.437 -0.615 0.103
C -1.96446 -0.99180 4.43093 0.223 -0.311 0.371 0.055
C -1.03675 -1.28240 3.39675 0.013 -0.331 1.037 0.387
N -1.00028 -0.81222 2.10251 0.445 -0.318 -0.027 -0.080
C -1.89931 0.03644 1.53780 0.190 0.028 -0.337 0.447
O -2.84748 0.51568 2.11206 -0.221 0.101 0.137 -0.624
C -1.57425 0.39913 0.09567 -0.003 -0.259 -0.387 -0.530
S -0.92717 -1.02061 -0.86127 -0.037 0.168 0.000 -0.152
C 0.29443 -0.24335 -1.89043 -0.237 -0.018 0.148 0.398
C 1.43596 -0.97099 -2.20663 -0.090 0.049 0.016 -0.700
C 2.40687 -0.40830 -3.00796 -0.025 0.249 -0.161 -0.807
C 2.25417 0.88127 -3.50376 -0.059 0.041 0.077 0.352
C 1.08340 1.59204 -3.22011 0.069 -0.053 -0.065 0.626
C 0.10669 1.02461 -2.41282 0.246 0.030 -0.130 -0.642
O 0.84915 2.84305 -3.72602 -0.118 -0.197 0.333 -0.444
C 1.71557 3.18762 -4.78505 0.522 -0.024 -0.280 -0.438
C 3.15360 2.81240 -4.43102 -0.313 0.486 -0.042 -0.434
O 3.26409 1.41685 -4.25930 -0.103 -0.382 0.049 -0.450
N -0.11291 -2.11638 3.81611 0.245 0.303 -1.286 -0.662
O -0.39876 -2.39604 5.11154 -0.417 -0.004 0.789 -0.128
H -2.86563 -1.26379 7.03116 -0.032 0.019 0.022 0.305
H -2.26398 -2.93310 7.05281 -0.056 -0.036 0.055 0.300
H -1.21518 -1.62133 7.58090 -0.006 0.036 0.082 0.309
H -2.81367 -0.34778 4.37035 -0.180 0.110 0.067 0.445
H -0.26200 -1.19852 1.52608 -0.141 0.096 -0.067 0.213
H -0.80191 1.16970 0.09762 -0.044 0.031 0.041 0.389
H -2.47757 0.78550 -0.37650 0.088 0.033 0.194 0.347
H 1.55752 -1.96838 -1.81605 0.079 -0.109 0.077 0.407
H 3.30722 -0.94712 -3.25445 0.138 -0.062 -0.024 0.422
H -0.78824 1.59623 -2.22777 -0.125 0.062 0.008 0.500
H 1.60968 4.26296 -4.93392 0.051 -0.096 -0.034 0.342
H 1.41774 2.65621 -5.69917 0.007 0.084 0.082 0.290
H 3.84325 3.08202 -5.23185 -0.074 0.035 0.073 0.340
H 3.44359 3.32758 -3.50474 0.005 -0.051 -0.108 0.289
```
Forces are in eV/Å.

**E_tot**: -36749.4189 eV
**Spin multiplicity**: 1
**ΔE to the lowest compared entry with this formula, charge and spin**: 157.7 kJ/mol

***

2.
The following is a DFT calculation (ωB97M-V with the def2-TZVPD basis set) of the molecule C14H14N4O2.

XYZ file:
```
34
Properties=species:S:1:pos:R:3:forces:R:3:mulliken_charge:R:1
C -2.25800 -4.63094 1.02746 0.467 1.533 0.683 -1.511
C -3.23249 -3.69739 0.24993 -1.386 -2.326 1.366 0.415
C -3.88543 -4.59423 -0.88822 -1.314 -0.486 3.811 -1.475
C -2.51810 -2.43410 -0.18196 -0.927 1.179 -0.649 0.282
C -2.51360 -1.12768 0.23207 0.623 0.526 -1.128 -0.527
C -1.60656 -0.37491 -0.71611 -2.146 -4.889 1.735 0.539
C -1.03329 0.92942 -0.34142 2.811 1.463 -0.699 0.358
O -1.45060 1.63977 0.56294 0.328 -1.046 -1.493 -0.624
N 0.20242 1.14840 -1.06637 -2.216 -0.081 0.514 -0.128
C 1.16940 2.10722 -0.82263 -1.408 -0.032 1.075 0.408
C 1.12405 3.10984 0.14810 -4.505 -0.563 1.587 -0.623
C 2.35611 3.53081 0.31804 3.302 1.694 1.854 0.457
C 2.99327 4.32121 1.47815 -0.934 -0.766 -1.567 -0.733
C 4.34563 4.39620 1.43707 0.248 0.051 -2.126 -0.293
C 5.13660 3.91037 0.23719 -3.670 -0.218 1.028 -0.637
C 4.48003 3.20444 -0.74098 1.726 -0.263 -0.278 0.057
N 3.13147 2.90341 -0.67812 -0.572 0.176 0.937 0.687
N 2.32251 1.95731 -1.36578 3.540 1.044 -0.407 -1.097
N -1.17785 -1.26972 -1.59964 -0.265 0.430 0.323 -0.518
O -1.78829 -2.52595 -1.32132 0.944 1.644 0.254 -0.179
H -1.75613 -4.04970 1.81522 -0.193 -0.080 -0.036 0.379
H -1.49864 -4.79877 0.31692 1.221 -1.022 -0.693 0.409
H -2.61296 -5.55070 1.51111 -0.416 0.352 -0.666 0.373
H -4.02208 -3.52719 1.00749 0.280 0.851 -0.638 0.325
H -3.77638 -5.69894 -0.80750 -0.295 0.713 1.022 0.351
H -4.89791 -4.35707 -1.15157 -0.514 0.264 0.136 0.322
H -3.32793 -4.45989 -1.67030 3.038 1.171 -4.972 0.520
H -3.12522 -0.66423 0.98865 0.261 -0.139 0.219 0.414
H 0.51338 0.45573 -1.73364 -0.407 -0.252 0.058 0.299
H 0.23485 3.27993 0.80146 1.138 -0.016 -0.761 0.399
H 2.35042 4.81835 2.30930 1.171 -1.213 -1.774 0.277
H 4.81739 4.99803 2.17278 0.673 0.170 0.618 0.376
H 6.13577 4.17896 0.02912 0.911 0.173 0.294 0.388
H 5.16815 2.87202 -1.55746 -1.514 -0.041 0.373 0.309
```
Forces are in eV/Å.

**E_tot**: -24796.5956 eV
**Spin multiplicity**: 1
**ΔE to the lowest compared entry with this formula, charge and spin**: 551.2 kJ/mol

***

3.
The following is a DFT calculation (ωB97M-V with the def2-TZVPD basis set) of a structure of composition C14H14NO5Ru.

XYZ file:
```
35
Properties=species:S:1:pos:R:3:forces:R:3:mulliken_charge:R:1
O 1.63840 -5.44234 0.66527 -0.393 0.973 0.305 -0.135
C 1.23719 -4.42296 0.94225 0.385 -0.936 -0.322 0.135
Ru 0.02125 0.01602 -0.07500 0.708 -2.423 1.888 0.047
C -0.68841 1.55929 0.90433 -3.082 3.253 3.380 0.427
O -1.27455 2.35502 1.51786 2.000 -3.098 -1.989 -0.240
C 0.12768 0.69594 -1.79056 0.514 2.194 -7.842 0.512
O 0.22547 1.09455 -2.88788 -0.658 -1.707 4.126 -0.232
C -1.74848 -0.82310 -0.48697 -5.439 -3.057 -1.927 0.296
O -2.74714 -1.27339 -0.90021 4.805 2.288 2.014 -0.155
C 1.92532 0.26905 0.50150 4.785 -0.280 0.964 0.432
O 3.06077 0.42504 0.66725 -4.185 -0.732 -0.288 -0.169
H 0.62794 -1.41382 -0.73309 -0.179 0.879 0.197 0.213
C -1.92162 3.78394 -1.26985 -0.256 0.256 0.068 -0.894
N -1.56769 4.89509 -0.33231 -0.283 0.523 -0.587 -0.013
C -2.76643 5.35540 0.44452 0.127 0.052 -0.112 -0.791
C -0.36465 4.72761 0.56418 1.100 -0.520 0.078 -1.267
C 0.82238 4.04952 -0.14515 -1.669 6.396 1.771 0.050
C 1.75776 5.02878 -0.53267 0.211 -0.021 -0.300 -0.857
C 2.89003 4.71279 -1.26490 -0.954 5.256 1.536 -0.736
C 3.17050 3.41742 -1.65763 0.221 -5.293 -0.999 -1.067
C 2.24561 2.42784 -1.25051 1.158 -0.404 -0.929 -0.083
C 1.14434 2.76446 -0.50686 1.791 -3.330 -1.437 1.336
H -2.29717 2.94738 -0.68894 -0.073 0.004 -0.084 0.341
H -1.05249 3.50321 -1.86213 -0.025 0.071 0.040 0.365
H -2.71702 4.17215 -1.91898 0.260 -0.281 0.110 0.416
H -1.27611 5.67097 -0.93722 -0.271 -0.128 -0.009 0.396
H -3.06125 4.53199 1.09123 -0.105 0.103 0.036 0.361
H -2.48068 6.23122 1.03167 -0.122 -0.160 -0.060 0.360
H -3.56056 5.60439 -0.26213 0.081 -0.014 0.195 0.350
H -0.05285 5.76689 0.74570 -0.149 -0.519 0.224 0.472
H -0.68252 4.30644 1.52597 0.082 0.190 -0.533 0.609
H 1.52302 6.06162 -0.24786 0.546 -0.379 -0.283 0.324
H 3.55146 5.52585 -1.53219 0.077 -0.023 -0.009 0.430
H 4.03793 3.12599 -2.26761 -0.548 0.281 0.380 0.451
H 2.50908 1.42172 -1.62226 -0.461 0.587 0.397 0.315
```
Forces are in eV/Å.

**Net charge**: +2
**E_tot**: -29028.0081 eV
**Spin multiplicity**: 6
**ΔE to the lowest compared entry with this formula, charge and spin**: 0.0 kJ/mol

***

4.
The following is a DFT calculation (ωB97M-V with the def2-TZVPD basis set) of the molecule C14H14O3S.

XYZ file:
```
32
Properties=species:S:1:pos:R:3:forces:R:3:mulliken_charge:R:1
C -1.65961 -1.21985 -2.28618 0.021 -0.015 0.047 -1.620
C -1.61141 -0.56303 -0.94040 -0.128 -0.027 0.029 0.836
C -2.03597 -1.25237 0.18891 -0.031 0.038 -0.111 -0.694
C -1.96308 -0.66744 1.43966 -0.048 0.042 0.069 -0.701
C -1.46516 0.61452 1.57842 -0.090 0.023 -0.050 -0.347
C -1.03595 1.31983 0.46207 -0.117 -0.131 -0.090 0.511
C -0.49511 2.70960 0.60769 0.420 0.122 0.386 -1.141
S 0.71950 2.86895 1.96584 0.105 0.098 -0.102 -0.105
C 2.24288 2.19513 1.18422 -0.618 0.133 0.345 -0.811
C 2.01004 0.93585 0.44872 0.388 0.230 -0.989 0.633
C 2.13393 0.66789 -0.89366 0.090 0.241 0.680 -0.936
C 1.77188 -0.67840 -1.05778 -0.173 -0.533 0.786 0.007
C 1.44473 -1.13952 0.19678 0.238 0.087 -1.213 0.428
C 0.95471 -2.44281 0.62955 -0.142 -0.293 0.541 -0.129
O 0.73146 -2.77972 1.76287 0.053 0.133 0.013 -0.571
O 0.76874 -3.26957 -0.42009 0.012 -0.055 -0.484 -0.455
O 1.60359 -0.15495 1.10554 -0.063 -0.095 0.471 -0.294
C -1.11599 0.72423 -0.78935 -0.164 0.033 0.159 -0.195
H -2.65211 -1.62300 -2.48051 -0.042 -0.040 -0.084 0.460
H -0.95026 -2.04687 -2.31704 0.047 -0.080 -0.082 0.247
H -1.40680 -0.51573 -3.07485 0.003 0.017 -0.102 0.358
H -2.42134 -2.25644 0.08359 -0.037 -0.132 -0.007 0.449
H -2.28571 -1.21542 2.31158 -0.024 -0.065 0.086 0.417
H -1.39076 1.06991 2.55459 0.028 -0.007 0.099 0.365
H -1.28990 3.40358 0.88870 0.059 0.055 -0.093 0.501
H -0.02278 3.06261 -0.30927 -0.145 0.030 -0.064 0.358
H 2.91901 2.04584 2.02607 0.092 0.038 -0.059 0.360
H 2.64513 2.95247 0.51164 0.098 -0.177 -0.007 0.363
H 2.44876 1.35176 -1.65542 0.073 0.209 -0.104 0.503
H 1.74624 -1.24405 -1.96557 -0.056 -0.187 -0.173 0.601
H 0.44345 -4.12403 -0.09501 0.090 0.261 0.188 0.358
H -0.78214 1.27101 -1.66132 0.059 0.046 -0.084 0.246
```
Forces are in eV/Å.

**E_tot**: -31723.1906 eV
**Spin multiplicity**: 1
**ΔE to the lowest compared entry with this formula, charge and spin**: 0.0 kJ/mol